Record 1
Computed, not measured: one molecule with the formula C5H7N, with wB97M-V/def2-TZVPD.

Output
Highest occupied orbital energy in eV: -7.7349
2S+1: 1
ΔE to the lowest compared entry with this formula, charge and spin in kJ/mol: 538.4
Frontier orbital gap in eV: 7.593

The geometry in XYZ format:
```
13
C5H7N (wB97M-V/def2-TZVPD)
C 0.654 1.309 1.089
N -0.359 0.907 0.128
C -1.594 0.124 0.323
C -0.437 -0.258 -0.489
C 0.245 -1.259 -1.133
C 1.463 -1.000 -1.784
H 1.628 1.187 0.612
H 0.606 0.676 1.986
H 0.500 2.350 1.377
H -1.748 -0.433 1.250
H -2.485 0.567 -0.116
H -0.289 -2.202 -1.037
H 1.815 -1.968 -2.206
```

Record 2
Computed, not measured: C33H40Cl7N3NiO4SbSi3 as an isolated structure, with wB97M-V/def2-TZVPD.

Output
Highest occupied orbital energy in eV: -4.5494
Net charge: -1
2S+1: 1
ΔE to the lowest compared entry with this formula, charge and spin in kJ/mol: 43.2
Frontier orbital gap in eV: 6.652

The geometry in XYZ format:
```
92
C33H40Cl7N3NiO4SbSi3 (wB97M-V/def2-TZVPD)
Ni 1.597 -1.712 0.471
C -5.923 2.763 -0.164
O -4.666 3.283 0.214
C -4.170 2.898 1.426
C -4.829 2.063 2.315
C -4.221 1.741 3.525
C -2.952 2.194 3.835
C -2.295 3.034 2.930
C -2.908 3.395 1.750
N -2.462 1.970 5.168
N -1.284 1.644 5.399
C -0.390 1.242 4.366
C 0.880 1.789 4.386
C 1.835 1.500 3.424
C 1.599 0.550 2.403
O 2.424 0.278 1.491
C 0.315 -0.150 2.486
N 0.142 -1.202 1.638
C -0.963 -1.916 1.692
C -1.981 -1.642 2.613
C -1.838 -0.597 3.480
C -0.675 0.204 3.437
H -6.131 3.156 -1.155
H -6.712 3.083 0.524
H -5.908 1.670 -0.204
H -5.812 1.671 2.095
H -4.746 1.128 4.248
H -1.308 3.412 3.161
H -2.417 4.057 1.047
H 1.105 2.502 5.172
H 2.806 1.976 3.446
H -1.042 -2.746 1.001
H -2.856 -2.277 2.637
H -2.596 -0.402 4.226
Cl 0.376 -4.223 -0.989
C 1.013 -4.516 0.611
C 1.579 -3.452 1.292
C 2.056 -3.721 2.567
Cl 2.780 -2.425 3.463
C 2.002 -4.990 3.133
Cl 2.624 -5.279 4.717
C 1.440 -6.042 2.409
Cl 1.362 -7.626 3.093
C 0.937 -5.804 1.135
Cl 0.229 -7.095 0.230
C -2.697 0.240 -0.414
Si -1.689 0.168 -1.986
C -2.138 1.686 -2.997
C -2.151 -1.385 -2.934
Sb 0.789 -0.021 -1.436
Si 1.706 -0.570 -3.752
C 0.677 0.173 -5.143
C 3.426 0.144 -3.893
C 1.694 -2.428 -3.918
Si 1.551 2.398 -1.163
C 1.296 3.347 -2.768
C 0.530 3.211 0.180
C 3.362 2.392 -0.722
H -3.736 0.490 -0.653
H -2.323 1.002 0.274
H -2.691 -0.711 0.119
H -3.197 1.634 -3.274
H -1.548 1.773 -3.911
H -1.996 2.594 -2.406
H -3.231 -1.426 -3.107
H -1.861 -2.278 -2.373
H -1.651 -1.426 -3.905
H 0.614 1.261 -5.059
H -0.340 -0.227 -5.162
H 1.148 -0.064 -6.103
H 3.379 1.234 -3.964
H 3.922 -0.234 -4.793
H 4.042 -0.122 -3.034
H 0.668 -2.807 -3.899
H 2.240 -2.886 -3.091
H 2.157 -2.741 -4.859
H 0.240 3.402 -3.044
H 1.835 2.875 -3.593
H 1.673 4.370 -2.662
H -0.530 2.957 0.098
H 0.625 4.300 0.115
H 0.874 2.891 1.166
H 3.975 2.023 -1.547
H 3.514 1.751 0.148
H 3.690 3.408 -0.477
Cl 5.206 -2.892 -2.849
C 5.401 -2.457 -1.128
Cl 5.846 -0.747 -0.950
C 4.120 -2.814 -0.342
O 4.218 -3.776 0.401
O 3.125 -2.049 -0.592
H 6.219 -3.050 -0.744
```

Record 3
Computed, not measured: a 7-piece molecular cluster, C42H35N7O14 overall, with wB97M-V/def2-TZVPD.

Output
Highest occupied orbital energy in eV: -9.8946
2S+1: 1
ΔE to the lowest compared entry with this formula, charge and spin in kJ/mol: 38.1
Frontier orbital gap in eV: 8.941
SMILES string: O=[N+]([O-])c1ccccc1.O=[N+]([O-])c1ccccc1.O=[N+]([O-])c1ccccc1.O=[N+]([O-])c1ccccc1.O=[N+]([O-])c1ccccc1.O=[N+]([O-])c1ccccc1.O=[N+]([O-])c1ccccc1

The geometry in XYZ format:
```
98
C42H35N7O14 (wB97M-V/def2-TZVPD)
O -8.992 -6.163 -4.346
N -8.096 -5.673 -4.993
O -8.126 -5.480 -6.198
C -6.875 -5.260 -4.292
C -6.021 -4.359 -4.898
C -4.874 -4.009 -4.219
C -4.614 -4.524 -2.953
C -5.489 -5.420 -2.357
C -6.625 -5.820 -3.058
H -6.243 -3.995 -5.890
H -4.107 -3.401 -4.681
H -3.711 -4.281 -2.404
H -5.263 -5.901 -1.415
H -7.389 -6.407 -2.568
O -2.908 -0.660 -1.128
N -2.027 -1.394 -0.730
O -2.055 -2.609 -0.790
C -0.857 -0.771 -0.107
C -0.666 0.590 -0.247
C 0.333 1.169 0.515
C 1.248 0.418 1.236
C 1.074 -0.966 1.293
C 0.011 -1.556 0.634
H -1.279 1.207 -0.889
H 0.338 2.253 0.530
H 2.025 0.939 1.779
H 1.775 -1.558 1.867
H -0.072 -2.631 0.713
O 7.705 0.891 1.989
N 6.505 0.969 2.150
O 5.694 1.217 1.274
C 5.987 0.689 3.499
C 4.621 0.563 3.674
C 4.110 0.297 4.935
C 4.994 0.160 5.999
C 6.371 0.205 5.813
C 6.867 0.467 4.539
H 3.984 0.711 2.813
H 3.054 0.099 5.046
H 4.576 -0.010 6.986
H 7.070 0.033 6.618
H 7.940 0.501 4.419
O -5.095 0.514 0.537
N -4.094 0.671 1.200
O -3.462 1.713 1.274
C -3.621 -0.459 1.990
C -4.279 -1.675 1.937
C -3.708 -2.803 2.502
C -2.528 -2.685 3.232
C -1.890 -1.460 3.319
C -2.425 -0.350 2.683
H -5.206 -1.724 1.380
H -4.298 -3.708 2.454
H -2.126 -3.578 3.695
H -0.990 -1.334 3.906
H -1.924 0.607 2.740
O 6.593 3.744 2.457
N 6.031 4.309 1.535
O 6.575 4.770 0.559
C 4.576 4.431 1.630
C 3.959 4.472 2.858
C 2.565 4.476 2.948
C 1.854 4.418 1.765
C 2.465 4.414 0.508
C 3.845 4.426 0.455
H 4.604 4.385 3.725
H 2.112 4.549 3.925
H 0.772 4.507 1.834
H 1.754 4.374 -0.306
H 4.305 4.337 -0.521
O 4.792 -5.841 -1.001
N 3.630 -5.694 -0.659
O 3.134 -6.176 0.333
C 2.768 -4.886 -1.526
C 3.254 -4.428 -2.741
C 2.357 -3.937 -3.672
C 1.022 -3.772 -3.328
C 0.540 -4.182 -2.089
C 1.440 -4.713 -1.177
H 4.304 -4.587 -2.945
H 2.729 -3.649 -4.646
H 0.338 -3.352 -4.057
H -0.506 -4.209 -1.825
H 1.063 -5.102 -0.240
O -1.903 3.268 -2.240
N -1.570 4.267 -1.631
O -0.985 4.262 -0.558
C -1.861 5.566 -2.239
C -1.503 6.729 -1.578
C -1.645 7.954 -2.206
C -2.185 8.009 -3.490
C -2.672 6.843 -4.072
C -2.418 5.608 -3.503
H -1.016 6.682 -0.614
H -1.332 8.853 -1.695
H -2.267 8.986 -3.947
H -3.123 6.929 -5.054
H -2.741 4.695 -3.982
```

Record 4
Computed, not measured: one molecule with the formula C3H3NO3, with wB97M-V/def2-TZVPD.

Output
Highest occupied orbital energy in eV: -9.4555
2S+1: 1
ΔE to the lowest compared entry with this formula, charge and spin in kJ/mol: 418.1
Frontier orbital gap in eV: 9.645

The geometry in XYZ format:
```
10
C3H3NO3 (wB97M-V/def2-TZVPD)
N -0.485 1.339 -0.776
C -0.476 0.143 -0.436
O 0.532 -0.767 -0.232
C 1.798 -0.328 0.018
O 2.147 0.814 0.084
C -1.950 -0.467 1.099
O -1.680 -0.507 -0.195
H 0.451 1.719 -0.856
H 2.448 -1.203 0.143
H -2.975 -0.893 1.131
```

Record 5
Computed, not measured: a 2-piece molecular cluster, C2H4ClN overall, with wB97M-V/def2-TZVPD.

Output
Highest occupied orbital energy in eV: -9.7159
2S+1: 1
ΔE to the lowest compared entry with this formula, charge and spin in kJ/mol: 417.3
Frontier orbital gap in eV: 9.477

The geometry in XYZ format:
```
8
C2H4ClN (wB97M-V/def2-TZVPD)
C -1.435 -0.085 -0.117
C 0.609 -0.172 0.105
N 1.778 -0.682 -0.258
Cl 3.135 0.366 -0.009
H -1.825 0.805 0.451
H -1.558 0.034 -1.128
H -1.577 -1.094 0.350
H 0.873 0.829 0.605
```

Record 6
Computed, not measured: C27H38ClN4O7STl as an isolated structure, with wB97M-V/def2-TZVPD.

Output
Highest occupied orbital energy (alpha / beta) in eV: -8.6591 / -8.6590
2S+1: 1
ΔE to the lowest compared entry with this formula, charge and spin in kJ/mol: 73.3
Frontier orbital gap (alpha / beta) in eV: 6.239 / 6.238

The geometry in XYZ format:
```
79
C27H38ClN4O7STl (wB97M-V/def2-TZVPD)
O 1.556 -0.108 -1.637
C 1.867 -1.139 -2.454
C 0.864 -1.261 -3.621
C -0.474 -0.892 -3.482
H -0.836 -0.523 -2.512
C -1.337 -1.000 -4.580
H -2.368 -0.660 -4.469
C -0.879 -1.545 -5.784
H -1.560 -1.649 -6.629
C 0.454 -1.956 -5.905
H 0.820 -2.398 -6.832
C 1.327 -1.792 -4.826
H 2.375 -2.103 -4.885
H 2.877 -0.973 -2.897
C 3.261 -2.649 -0.837
C 1.995 -2.474 -1.622
H 3.627 -3.683 -0.933
H 3.098 -2.463 0.236
H 4.043 -1.955 -1.178
C 1.040 -3.411 -1.719
C 1.139 -4.788 -1.174
H 0.127 -3.195 -2.277
H 1.267 -5.511 -1.994
H 0.216 -5.041 -0.647
H 1.968 -4.915 -0.468
Tl 0.646 -0.994 0.457
Cl -0.032 -3.209 1.547
C -1.050 -0.679 3.189
O -0.108 -0.022 2.710
N -1.625 -0.424 4.373
C -1.012 0.493 5.322
C -2.823 -1.129 4.810
H -1.469 -1.551 2.653
H -0.151 0.977 4.852
H -0.694 -0.055 6.221
H -1.749 1.246 5.627
H -3.282 -1.625 3.948
H -3.536 -0.409 5.231
H -2.576 -1.878 5.576
H -0.479 3.605 -3.912
H -1.759 4.328 -1.943
C -0.408 2.611 -3.444
C -1.554 3.391 -1.408
N -0.401 2.744 -1.998
H 0.515 2.118 -3.763
C 0.713 2.495 -1.270
O 0.796 2.539 -0.040
H -1.369 3.592 -0.352
H 1.585 2.231 -1.901
H -1.271 2.016 -3.767
H -2.438 2.747 -1.514
H 5.391 1.213 3.129
H 5.743 2.949 1.096
C 5.336 0.492 2.302
C 5.506 2.106 0.432
N 4.715 1.105 1.137
H 4.762 -0.384 2.610
C 3.447 0.813 0.806
O 2.798 -0.109 1.355
H 4.945 2.462 -0.436
H 3.010 1.440 0.008
H 6.363 0.212 2.042
H 6.455 1.657 0.107
O -5.147 -1.564 1.594
S -4.969 -0.472 0.668
O -6.095 -0.052 -0.124
N -3.593 -0.618 -0.222
C -2.595 0.200 0.124
O -1.417 0.158 -0.369
C -3.018 1.161 1.191
C -2.262 2.130 1.865
C -2.848 2.804 2.936
C -4.169 2.528 3.329
C -4.921 1.557 2.651
C -4.311 0.903 1.583
H -1.241 2.324 1.534
H -2.272 3.556 3.480
H -4.608 3.059 4.174
H -5.938 1.296 2.923
```

Record 7
Computed, not measured: one molecule with the formula C18H22BNO3, with wB97M-V/def2-TZVPD.

Output
Highest occupied orbital energy in eV: -8.9616
2S+1: 1
ΔE to the lowest compared entry with this formula, charge and spin in kJ/mol: 172.8
Frontier orbital gap in eV: 9.271
SMILES string: O=C(NCCCCCc1ccccc1)c1ccc(B(O)O)cc1

The geometry in XYZ format:
```
45
C18H22BNO3 (wB97M-V/def2-TZVPD)
O 2.253 1.155 1.974
C 2.302 0.855 0.798
N 2.577 1.788 -0.148
C 2.523 3.179 0.224
C 1.629 3.969 -0.779
C 0.113 3.788 -0.522
C -0.393 2.373 -0.255
C -1.845 2.202 0.279
C -2.388 0.646 0.280
C -3.686 0.406 0.483
C -4.244 -0.851 0.472
C -3.447 -1.946 0.366
C -2.085 -1.728 0.113
C -1.551 -0.466 0.160
C 1.975 -0.569 0.359
C 2.204 -1.525 1.269
C 1.775 -2.828 1.043
C 1.072 -3.183 -0.166
B 0.337 -4.578 -0.345
O -1.027 -4.526 -0.634
O 1.113 -5.773 -0.362
C 1.020 -2.184 -1.098
C 1.524 -0.937 -0.907
H 2.379 1.601 -1.122
H 2.009 3.175 1.227
H 3.484 3.646 0.382
H 1.923 3.744 -1.857
H 1.795 5.059 -0.656
H -0.482 4.237 -1.380
H -0.340 4.399 0.302
H 0.282 1.800 0.406
H -0.211 1.728 -1.129
H -1.864 2.639 1.252
H -2.560 2.757 -0.325
H -4.460 1.134 0.588
H -5.297 -0.966 0.607
H -3.848 -2.998 0.321
H -1.513 -2.564 -0.018
H -0.456 -0.340 0.043
H 2.497 -1.101 2.220
H 2.049 -3.507 1.792
H -1.133 -5.410 -1.115
H 2.099 -5.700 -0.422
H 0.504 -2.318 -2.036
H 1.392 -0.282 -1.684
```

Record 8
Computed, not measured: one molecule with the formula C4H9NO2S, with wB97M-V/def2-TZVPD.

Output
Highest occupied orbital energy in eV: -7.3377
2S+1: 1
ΔE to the lowest compared entry with this formula, charge and spin in kJ/mol: 449.8
Frontier orbital gap in eV: 7.998

The geometry in XYZ format:
```
17
C4H9NO2S (wB97M-V/def2-TZVPD)
C -0.871 1.011 -1.077
C -0.937 -1.242 0.245
C 0.694 0.586 0.522
C 0.539 -0.986 0.355
N 1.795 1.313 0.231
O -2.315 0.822 1.014
O 1.202 -1.419 -0.904
S -2.070 0.089 -0.284
H -0.955 2.128 -0.887
H -0.515 0.619 -1.981
H -1.104 -2.221 -0.283
H -1.381 -1.339 1.259
H -0.013 0.916 1.298
H 0.914 -1.383 1.254
H 2.674 0.988 -0.016
H 1.668 2.323 0.429
H 0.675 -2.204 -1.177
```